Entry 1:
ORCA calculation (ωB97M-V/def2-TZVPD) on a 4-piece molecular cluster, C17H30BNO9 overall in a non-equilibrium geometry.

Element x y z (Å)
1 C 2.14 3.48 -5.82
2 C 1.84 2.66 -4.48
3 C 1.43 3.29 -3.13
4 C 1.14 2.47 -1.84
5 C 1.27 0.92 -1.89
6 C 1.66 0.31 -3.27
7 C 1.80 -1.31 -3.29
8 B 3.18 -1.62 -2.43
9 N 4.35 -0.70 -2.74
10 C 1.94 1.12 -4.55
11 H 3.24 3.43 -6.15
12 H 1.55 2.94 -6.66
13 H 1.76 4.55 -5.71
14 H 1.32 4.44 -3.03
15 H 0.82 2.93 -0.84
16 H 1.08 0.24 -0.98
17 H 0.87 -1.71 -2.76
18 H 1.86 -1.73 -4.35
19 H 3.27 -2.45 -1.60
20 H 4.27 0.19 -2.23
21 H 4.37 -0.51 -3.76
22 H 2.21 0.55 -5.52
23 C -1.62 6.21 -2.49
24 O -0.60 6.68 -1.62
25 C -1.05 7.13 -0.43
26 O -2.20 7.15 -0.08
27 O 0.01 7.54 0.29
28 C -0.32 8.04 1.58
29 H -1.14 5.88 -3.42
30 H -2.14 5.36 -2.05
31 H -2.32 7.01 -2.74
32 H -0.79 7.26 2.18
33 H -0.98 8.91 1.50
34 H 0.60 8.35 2.07
35 C 2.58 -1.75 1.59
36 O 2.50 -3.09 2.06
37 C 1.28 -3.65 1.92
38 O 0.31 -3.11 1.44
39 O 1.33 -4.90 2.40
40 C 0.10 -5.61 2.32
41 H 3.60 -1.40 1.75
42 H 2.37 -1.71 0.52
43 H 1.91 -1.10 2.14
44 H -0.21 -5.72 1.28
45 H -0.67 -5.12 2.90
46 H 0.26 -6.61 2.73
47 C -2.69 -4.14 6.16
48 O -4.00 -4.69 6.04
49 C -4.18 -5.44 4.93
50 O -3.35 -5.66 4.09
51 O -5.44 -5.89 4.94
52 C -5.78 -6.70 3.81
53 H -2.66 -3.56 7.09
54 H -1.94 -4.94 6.23
55 H -2.47 -3.47 5.33
56 H -5.16 -7.60 3.78
57 H -5.68 -6.13 2.88
58 H -6.82 -7.01 3.92

Calculated values
Lowest unoccupied orbital energy = 0.4 eV
Frontier orbital gap = 0.327 hartree
SMILES = Cc1cccc(CBN)c1.COC(=O)OC.COC(=O)OC.COC(=O)OC
Calculated total energy = -38705.6927 eV

Entry 2:
ORCA calculation (ωB97M-V/def2-TZVPD) on C11H10BrF3Pm as an isolated structure in a non-equilibrium geometry.

Element x y z (Å)
1 C -1.10 -0.87 -1.77
2 C -1.15 -1.85 -0.78
3 C -1.86 -1.32 0.32
4 H -0.69 -2.82 -0.82
5 C -2.26 -0.01 -0.01
6 C -1.77 0.29 -1.29
7 H -1.89 1.22 -1.80
8 H -0.62 -0.96 -2.73
9 H -2.02 -1.81 1.26
10 H -2.80 0.66 0.63
11 Pm 0.08 -0.11 0.05
12 Br 0.89 -1.95 1.63
13 C 2.05 1.04 0.40
14 C 1.23 1.80 -0.46
15 C 1.06 1.08 -1.65
16 H 0.77 2.75 -0.22
17 C 1.77 -0.15 -1.52
18 C 2.40 -0.15 -0.27
19 H 2.99 -0.94 0.13
20 H 2.31 1.29 1.41
21 H 0.49 1.39 -2.51
22 H 1.82 -0.93 -2.25
23 F -1.60 -0.03 2.63
24 C -0.34 0.50 2.71
25 F 0.86 1.11 2.90
26 F -0.63 0.77 4.04

Calculated values
Lowest unoccupied orbital energy (spin up / spin down) = 2.7 / 2.7 eV
<S²> = 6.016
2S+1 = 5
Frontier orbital gap (spin up / spin down) = 0.193 / 0.195 hartree
Net charge = -1
Calculated total energy = -106311.5528 eV

Entry 3:
ORCA calculation (ωB97M-V/def2-TZVPD) on C15H27GeInN3OSSi as an isolated structure in a non-equilibrium geometry.

Element x y z (Å)
1 In 0.95 -1.70 -1.12
2 C -3.32 2.07 -1.00
3 Si -1.94 3.09 -0.19
4 C -2.16 4.84 -0.95
5 C -2.26 3.39 1.65
6 C -0.21 2.42 -0.42
7 C 0.84 3.29 -0.71
8 C 2.14 2.83 -0.90
9 C 2.30 1.44 -1.03
10 N 1.29 0.61 -0.85
11 C 0.11 1.02 -0.40
12 S -0.99 -0.31 -0.03
13 H -4.24 2.50 -0.63
14 H -3.31 0.99 -0.82
15 H -3.26 2.21 -2.08
16 H -3.10 5.24 -0.66
17 H -2.17 4.79 -2.00
18 H -1.45 5.60 -0.57
19 H -3.26 3.82 1.67
20 H -1.48 4.16 1.91
21 H -2.18 2.57 2.37
22 H 0.68 4.33 -0.83
23 H 3.01 3.48 -1.05
24 H 3.26 1.02 -1.23
25 C 2.11 -1.00 2.38
26 Ge 2.98 -2.51 1.44
27 C 2.93 -3.95 2.74
28 C 4.95 -2.08 1.37
29 C 2.39 -2.93 -0.30
30 H 2.75 -0.70 3.23
31 H 1.09 -1.17 2.70
32 H 2.05 -0.14 1.70
33 H 3.61 -3.78 3.56
34 H 3.23 -4.93 2.27
35 H 1.94 -4.07 3.05
36 H 5.48 -1.94 2.29
37 H 5.11 -1.13 0.77
38 H 5.40 -2.87 0.76
39 H 2.62 -3.97 -0.71
40 N 0.01 -1.55 -4.42
41 C 0.37 -1.63 -3.33
42 C -3.42 -2.21 -2.08
43 C -2.84 -3.11 -1.01
44 N -3.15 -2.82 0.30
45 O -2.15 -4.07 -1.27
46 H -4.07 -1.41 -1.65
47 H -3.95 -2.86 -2.76
48 H -2.67 -1.68 -2.62
49 H -3.41 -1.87 0.46
50 H -2.60 -3.30 1.00

Calculated values
Lowest unoccupied orbital energy = 2.5 eV
Frontier orbital gap = 0.208 hartree
Net charge = -1
Calculated total energy = -102915.1392 eV
Energy relative to the best compared isomer or geometry (same formula, charge and spin) = 0.0 kcal/mol

Entry 4:
ORCA calculation (ωB97M-V/def2-TZVPD) on C9H17N3O as an isolated structure in a non-equilibrium geometry.

Element x y z (Å)
1 C -2.57 0.83 0.17
2 C -2.12 -1.49 -0.41
3 C -1.04 -0.52 1.22
4 C 0.17 -0.86 -0.70
5 C 1.39 -1.35 0.01
6 C 2.36 -0.28 0.54
7 C 2.60 1.01 -0.03
8 C 1.28 1.72 -0.38
9 C 0.32 0.84 -1.18
10 H -3.71 -0.21 -1.14
11 H -2.98 -2.13 0.14
12 H -1.84 -1.82 -1.55
13 H 0.06 -0.32 1.55
14 H -1.65 -0.96 1.91
15 H -1.32 1.19 2.13
16 H 0.01 -1.40 -1.79
17 H 1.08 -1.99 0.91
18 H 2.08 -1.92 -0.74
19 H 1.97 -0.21 1.51
20 H 3.21 -0.72 0.84
21 H 2.86 1.52 0.95
22 H 3.44 1.37 -0.88
23 H 0.80 1.84 0.60
24 H 1.52 2.84 -0.82
25 H 0.87 0.69 -2.07
26 H -0.49 1.38 -1.37
27 N -2.93 -0.38 -0.61
28 N -0.79 -1.47 0.19
29 N -1.30 0.87 0.86
30 O -3.29 1.95 0.13

Calculated values
Lowest unoccupied orbital energy = 0.4 eV
Frontier orbital gap = 0.354 hartree
Calculated total energy = -16118.8179 eV
Energy relative to the best compared isomer or geometry (same formula, charge and spin) = 178.4 kcal/mol

Entry 5:
ORCA calculation (ωB97M-V/def2-TZVPD) on C31H57N2O2OsP2S as an isolated structure in a non-equilibrium geometry.

Element x y z (Å)
1 C -0.76 1.47 -2.52
2 C 0.32 -0.62 -2.88
3 C -0.60 1.84 -3.85
4 C 0.75 -0.10 -4.12
5 C 0.23 1.06 -4.65
6 H -1.11 2.74 -4.23
7 H 1.52 -0.68 -4.64
8 H 0.49 1.41 -5.64
9 N -0.32 0.29 -2.04
10 P -1.00 2.23 0.20
11 P -0.22 -2.28 -0.78
12 C -1.48 2.42 -1.57
13 H -1.28 3.47 -1.85
14 H -2.57 2.27 -1.60
15 C 0.42 -2.01 -2.49
16 H 1.26 -2.59 -2.89
17 C 0.83 -3.27 0.64
18 C -1.47 -3.52 -1.65
19 C 0.47 3.49 0.35
20 C -2.47 3.11 1.12
21 C 1.23 -2.44 1.87
22 H 0.36 -2.00 2.38
23 H 1.74 -3.12 2.58
24 H 1.93 -1.63 1.65
25 C 0.07 -4.48 1.18
26 H -0.89 -4.16 1.60
27 H -0.09 -5.27 0.44
28 H 0.66 -4.92 2.01
29 C 2.12 -3.67 -0.04
30 H 2.74 -4.27 0.64
31 H 2.00 -4.25 -0.97
32 H 2.67 -2.76 -0.28
33 C -2.53 -4.06 -0.70
34 H -3.04 -3.24 -0.18
35 H -3.29 -4.61 -1.29
36 H -2.14 -4.75 0.05
37 C -2.20 -2.80 -2.79
38 H -2.71 -1.90 -2.44
39 H -1.53 -2.51 -3.62
40 H -2.97 -3.46 -3.20
41 C -0.60 -4.63 -2.24
42 H 0.06 -4.23 -3.03
43 H 0.05 -5.12 -1.50
44 H -1.24 -5.40 -2.71
45 C -2.03 3.40 2.57
46 H -2.92 3.66 3.16
47 H -1.57 2.51 3.02
48 H -1.33 4.24 2.64
49 C -3.69 2.18 1.15
50 H -4.06 1.95 0.15
51 H -3.49 1.25 1.69
52 H -4.50 2.71 1.69
53 C -2.97 4.40 0.45
54 H -3.29 4.23 -0.59
55 H -3.85 4.74 1.02
56 H -2.26 5.23 0.46
57 C 1.39 3.23 -0.85
58 H 0.95 3.57 -1.79
59 H 2.33 3.80 -0.71
60 H 1.65 2.18 -0.95
61 C 1.21 3.25 1.67
62 H 1.66 2.26 1.71
63 H 2.02 4.00 1.74
64 H 0.54 3.37 2.54
65 C 0.10 4.98 0.30
66 H -0.45 5.26 -0.61
67 H -0.44 5.32 1.19
68 H 1.04 5.55 0.29
69 Os -0.57 -0.10 0.06
70 C -2.36 -0.45 -0.20
71 O -3.51 -0.66 -0.40
72 N 1.81 0.25 0.43
73 C 2.97 0.56 0.62
74 C 4.24 0.21 -0.19
75 C 3.99 -0.85 -1.31
76 C 4.60 1.43 -1.02
77 C 5.28 -0.36 0.75
78 H 3.77 -1.85 -0.91
79 H 3.15 -0.56 -1.97
80 H 4.92 -0.92 -1.89
81 H 4.52 2.38 -0.47
82 H 5.58 1.31 -1.47
83 H 3.86 1.49 -1.83
84 H 6.21 -0.49 0.18
85 H 5.45 0.26 1.64
86 H 4.97 -1.36 1.08
87 C -1.66 -2.16 4.12
88 S -2.33 -0.87 3.06
89 C -2.61 0.33 4.36
90 O -1.10 -0.31 2.28
91 H -2.40 -2.34 4.90
92 H -0.71 -1.80 4.53
93 H -1.51 -3.08 3.53
94 H -1.63 0.70 4.68
95 H -3.23 1.14 3.98
96 H -3.13 -0.18 5.18

Calculated values
Lowest unoccupied orbital energy (spin up / spin down) = -8.7 / -11.9 eV
<S²> = 6.052
2S+1 = 5
Frontier orbital gap (spin up / spin down) = 0.255 / 0.220 hartree
Net charge = +3
Calculated total energy = -71997.1878 eV
Energy relative to the best compared isomer or geometry (same formula, charge and spin) = 30.9 kcal/mol

What did the second record say?
ORCA calculation (ωB97M-V/def2-TZVPD) on C11H10BrF3Pm as an isolated structure in a non-equilibrium geometry.

Element x y z (Å)
1 C -1.10 -0.87 -1.77
2 C -1.15 -1.85 -0.78
3 C -1.86 -1.32 0.32
4 H -0.69 -2.82 -0.82
5 C -2.26 -0.01 -0.01
6 C -1.77 0.29 -1.29
7 H -1.89 1.22 -1.80
8 H -0.62 -0.96 -2.73
9 H -2.02 -1.81 1.26
10 H -2.80 0.66 0.63
11 Pm 0.08 -0.11 0.05
12 Br 0.89 -1.95 1.63
13 C 2.05 1.04 0.40
14 C 1.23 1.80 -0.46
15 C 1.06 1.08 -1.65
16 H 0.77 2.75 -0.22
17 C 1.77 -0.15 -1.52
18 C 2.40 -0.15 -0.27
19 H 2.99 -0.94 0.13
20 H 2.31 1.29 1.41
21 H 0.49 1.39 -2.51
22 H 1.82 -0.93 -2.25
23 F -1.60 -0.03 2.63
24 C -0.34 0.50 2.71
25 F 0.86 1.11 2.90
26 F -0.63 0.77 4.04

Calculated values
Lowest unoccupied orbital energy (spin up / spin down) = 2.7 / 2.7 eV
<S²> = 6.016
2S+1 = 5
Frontier orbital gap (spin up / spin down) = 0.193 / 0.195 hartree
Net charge = -1
Calculated total energy = -106311.5528 eV

Question: Which of these has the lowest calculated total energy?
Answer: C11H10BrF3Pm

Question: Number 3 is which compound?
Answer: C15H27GeInN3OSSi